(1)
{"formula": "C26H56F24N6OP4", "method": "the ωB97M-V functional and the def2-TZVPD basis", "mol_weight_g_mol": 1048.623, "max_force_ev_per_a": 7.068, "e_homo_ev": -9.55, "homo_lumo_gap_ha": 0.312, "de_lowest_kcal_mol": 86.3, "lumo_ev": -1.1, "symbols": ["C", "C", "C", "N", "C", "C", "C", "C", "C", "C", "H", "H", "H", "H", "H", "H", "H", "H", "H", "H", "H", "H", "H", "H", "H", "H", "H", "H", "H", "H", "C", "N", "C", "C", "C", "C", "O", "H", "H", "H", "H", "H", "H", "H", "H", "H", "H", "H", "H", "H", "H", "C", "C", "N", "C", "C", "N", "C", "C", "H", "H", "H", "H", "H", "H", "H", "H", "H", "H", "H", "C", "C", "N", "C", "C", "N", "C", "C", "H", "H", "H", "H", "H", "H", "H", "H", "H", "H", "H", "P", "F", "F", "F", "F", "F", "F", "P", "F", "F", "F", "F", "F", "F", "P", "F", "F", "F", "F", "F", "F", "P", "F", "F", "F", "F", "F", "F"], "coordinates": [[-0.5253, 3.4007, -5.8252], [-0.9630, 2.6044, -4.5371], [-2.5225, 2.3592, -4.6525], [-3.1978, 1.2097, -3.8094], [-3.7942, 2.0354, -2.5970], [-4.7861, 1.1612, -1.6873], [-3.9206, 0.0179, -1.1170], [-3.0731, -0.7617, -2.2013], [-2.3166, 0.0713, -3.1677], [-4.2637, 0.5461, -4.7541], [-1.1255, 4.3063, -5.9140], [-0.7529, 2.8209, -6.7197], [0.4788, 3.7992, -5.6804], [-0.8058, 3.0532, -3.5563], [-0.4820, 1.6266, -4.5147], [-2.7542, 2.1174, -5.6897], [-2.9742, 3.3328, -4.4619], [-2.9340, 2.4252, -2.0528], [-4.3852, 2.8590, -2.9976], [-5.1200, 1.7829, -0.8566], [-5.6860, 0.8029, -2.1872], [-3.2747, 0.3245, -0.2943], [-4.5614, -0.6842, -0.5835], [-2.3589, -1.3203, -1.5963], [-3.7047, -1.4934, -2.7053], [-1.4526, 0.5918, -2.7546], [-1.8808, -0.5238, -3.9702], [-4.8986, -0.1636, -4.2238], [-3.8048, -0.0199, -5.5648], [-4.9070, 1.3682, -5.0676], [4.7920, 1.3669, -3.1307], [3.3562, 0.9099, -3.3220], [2.5375, 1.0307, -2.0349], [2.5979, 1.6941, -4.4419], [3.2104, -0.5313, -3.9022], [4.1774, -1.4983, -3.2793], [4.2733, -1.4046, -1.8699], [4.8045, 2.4363, -2.9204], [5.2123, 1.2852, -4.1331], [5.3231, 0.9526, -2.2737], [3.1369, 0.7031, -1.1855], [1.5081, 0.6722, -2.0359], [2.5905, 2.0983, -1.8219], [1.5747, 1.3398, -4.5673], [3.1876, 1.5858, -5.3522], [2.6539, 2.7556, -4.2007], [3.4828, -0.4891, -4.9567], [2.1713, -0.8470, -3.8092], [5.1337, -1.5078, -3.8024], [3.8298, -2.4844, -3.5872], [4.9525, -2.0247, -1.5948], [2.1502, -2.7093, 3.4019], [2.8845, -2.7692, 4.7533], [2.4151, -1.7846, 5.7301], [1.2870, -1.8857, 6.5703], [1.2939, -0.8250, 7.4852], [2.4620, -0.0823, 7.2588], [3.0394, -0.6241, 6.1124], [2.9800, 0.9990, 7.9864], [2.6386, -3.4785, 2.8037], [2.3370, -1.7797, 2.8643], [1.0834, -2.9187, 3.4813], [3.9517, -2.6081, 4.6010], [2.8605, -3.7562, 5.2152], [0.5559, -2.6784, 6.5104], [0.5290, -0.6408, 8.2252], [3.9330, -0.2584, 5.6286], [2.8763, 1.9169, 7.4077], [4.0632, 0.8823, 8.0220], [2.4740, 1.0507, 8.9505], [-1.4394, -0.9078, 3.5451], [-1.5007, -0.3128, 2.1849], [-0.4228, -0.8758, 1.4352], [0.7002, -0.1738, 0.8574], [1.5649, -1.1427, 0.3372], [0.9641, -2.3546, 0.3920], [-0.2353, -2.1861, 0.9948], [1.4496, -3.5111, -0.2589], [-1.5098, -1.9950, 3.5110], [-2.3554, -0.6499, 4.0767], [-0.5793, -0.7534, 4.1965], [-1.3811, 0.7683, 2.1145], [-2.4033, -0.6826, 1.6984], [0.9617, 0.8664, 0.9833], [2.4414, -0.9935, -0.2759], [-0.9258, -2.9673, 1.2761], [2.2032, -3.2691, -1.0084], [0.6179, -4.1138, -0.6237], [2.0168, -4.0775, 0.4797], [-5.4380, 0.6434, 3.0617], [-5.3520, 0.0448, 4.5827], [-6.1903, 1.9232, 3.7374], [-4.0239, 1.4305, 3.1730], [-5.7567, 1.2717, 1.5835], [-4.7731, -0.7987, 2.6610], [-6.7994, -0.2640, 3.0077], [4.8849, 0.5641, 1.8646], [4.8163, -0.3970, 3.2691], [5.0218, 1.9165, 2.7335], [6.4944, 0.5021, 1.6962], [4.8778, 1.4032, 0.4571], [4.7219, -0.8824, 1.0117], [3.3075, 0.7367, 2.0139], [-3.8787, -4.2026, 0.1091], [-3.5622, -5.1938, 1.4330], [-4.5132, -5.5170, -0.5925], [-5.3322, -3.9664, 0.7699], [-4.0722, -3.1661, -1.0967], [-3.2345, -2.9508, 0.9480], [-2.3942, -4.7026, -0.5830], [-0.3186, 3.8679, -0.1194], [-1.2156, 4.8788, 0.7601], [0.6347, 3.4239, 1.1519], [-1.2420, 2.6246, 0.4000], [0.4074, 2.9722, -1.2371], [-1.4071, 4.2395, -1.2582], [0.5961, 5.1871, -0.5008]], "lowdin_charge": [-0.076, -0.202, -0.108, -0.180, -0.052, -0.113, -0.155, -0.168, -0.113, 0.032, 0.076, 0.076, 0.065, 0.093, 0.063, 0.106, 0.125, 0.118, 0.119, 0.109, 0.110, 0.102, 0.112, 0.110, 0.105, 0.113, 0.124, 0.092, 0.102, 0.105, 0.037, -0.286, 0.003, 0.020, -0.094, -0.245, -0.057, 0.113, 0.109, 0.111, 0.073, 0.102, 0.104, 0.083, 0.100, 0.112, 0.129, 0.137, 0.126, 0.125, 0.110, -0.047, -0.154, -0.026, 0.005, 0.017, -0.101, 0.055, -0.014, 0.079, 0.064, 0.073, 0.122, 0.131, 0.135, 0.135, 0.156, 0.113, 0.108, 0.113, -0.060, -0.185, 0.002, 0.047, -0.070, -0.108, 0.014, 0.009, 0.080, 0.085, 0.065, 0.131, 0.107, 0.112, 0.086, 0.150, 0.091, 0.112, 0.094, 0.206, -0.211, -0.183, -0.161, -0.171, -0.189, -0.198, 0.242, -0.227, -0.153, -0.158, -0.183, -0.215, -0.155, 0.249, -0.224, -0.174, -0.149, -0.152, -0.188, -0.249, 0.186, -0.163, -0.176, -0.187, -0.175, -0.188, -0.178]}

(2)
{"formula": "C26H56N3O2OsP3", "method": "the ωB97M-V functional and the def2-TZVPD basis", "mol_weight_g_mol": 725.905, "max_force_ev_per_a": 8.273, "e_homo_ev": [-19.08, -20.61], "homo_lumo_gap_ha": [0.185, 0.175], "charge": 4, "multiplicity": 5, "lumo_ev": [-14.0, -15.8], "symbols": ["Os", "C", "O", "C", "O", "P", "C", "H", "C", "H", "C", "H", "C", "P", "H", "H", "C", "H", "C", "H", "H", "H", "C", "H", "H", "H", "C", "H", "H", "H", "C", "H", "H", "H", "C", "H", "H", "H", "C", "H", "H", "H", "C", "H", "H", "H", "C", "H", "C", "H", "H", "C", "H", "H", "H", "C", "H", "H", "H", "C", "H", "H", "H", "C", "H", "H", "H", "H", "H", "C", "N", "C", "N", "C", "N", "C", "P", "C", "C", "H", "H", "H", "H", "H", "H", "H", "H", "H", "H", "H", "H"], "coordinates": [[0.3576, 0.2033, -0.6094], [1.1904, 0.5409, -2.2346], [1.7089, 0.7785, -3.2632], [0.7312, 1.8897, 0.0634], [0.9766, 2.9644, 0.4743], [-1.7983, 0.7694, -1.3747], [-3.1064, 1.5257, -0.2585], [-3.8505, 1.9610, -0.9446], [-1.6984, 2.0208, -2.7912], [-0.7843, 2.5722, -2.5010], [-2.6648, -0.7587, -1.9681], [-2.8975, -1.2868, -1.0279], [2.2805, -2.6337, -0.0002], [2.0808, -0.8552, 0.5087], [3.1848, -1.2698, 2.6102], [1.3807, -3.1023, 0.4305], [3.8246, -0.1462, 0.3171], [4.4589, -0.9508, 0.7265], [-1.4500, 1.3908, -4.1627], [-2.3499, 0.9216, -4.5822], [-0.6262, 0.6710, -4.1635], [-1.1567, 2.1981, -4.8499], [-2.8461, 3.0378, -2.8792], [-2.6110, 3.7444, -3.6878], [-2.9633, 3.6252, -1.9615], [-3.8044, 2.5571, -3.1270], [-3.9872, -0.4771, -2.6922], [-4.6984, 0.0839, -2.0735], [-4.4513, -1.4467, -2.9270], [-3.8431, 0.0600, -3.6386], [-1.7424, -1.6745, -2.7690], [-2.2444, -2.6460, -2.8914], [-0.7928, -1.8410, -2.2327], [-1.5267, -1.2750, -3.7687], [-3.8141, 0.4938, 0.6233], [-4.4878, -0.1610, 0.0544], [-4.4225, 1.0142, 1.3775], [-3.0728, -0.1262, 1.1457], [-2.5208, 2.6561, 0.5958], [-1.8635, 2.2382, 1.3739], [-3.3354, 3.2019, 1.0993], [-1.9342, 3.3860, 0.0209], [3.5197, -3.3445, 0.5694], [3.6379, -3.2288, 1.6531], [4.4426, -3.0124, 0.0747], [3.4127, -4.4195, 0.3660], [2.1992, -2.8110, -1.5103], [3.1417, -2.5527, -2.0094], [1.6854, 0.1875, 3.1018], [1.3881, -2.2100, -1.9493], [1.9877, -3.8706, -1.7209], [1.2886, -2.2600, 2.8728], [0.6423, 0.3988, 2.8214], [1.7381, 0.0485, 4.1927], [2.2841, 1.0723, 2.8568], [2.1255, -1.0781, 2.3809], [1.3616, -2.3134, 3.9706], [1.6231, -3.2203, 2.4638], [0.2275, -2.1194, 2.6140], [4.0897, 1.1222, 1.1352], [3.2823, 1.8612, 1.0243], [5.0139, 1.5954, 0.7677], [4.2422, 0.9096, 2.2026], [4.2468, 0.1037, -1.1289], [4.0120, -0.7159, -1.8178], [5.3380, 0.2604, -1.1493], [3.7894, 1.0218, -1.5194], [-0.1073, -0.9645, 0.5914], [-2.7987, -0.5700, 3.1925], [-0.6130, 1.6873, 6.3392], [-1.0164, 2.6770, 5.3140], [-2.3929, 3.1059, 5.6474], [-3.3469, 1.9777, 5.6397], [-2.9213, 0.9254, 6.5799], [-1.5090, 0.5095, 6.3866], [-1.3482, -0.3392, 5.2186], [-2.0105, 0.5539, 3.6993], [-0.9032, 2.1976, 3.9433], [-3.5391, 1.4808, 4.2804], [-0.6812, 2.1954, 7.3149], [0.4093, 1.3459, 6.1318], [-2.7168, 3.8473, 4.9082], [-2.3624, 3.5207, 6.6680], [-3.5620, 0.0411, 6.4607], [-3.0051, 1.3385, 7.5987], [-0.2841, -0.5860, 5.0634], [-1.9022, -1.2734, 5.3658], [-1.2704, 2.9484, 3.2276], [0.1441, 1.9773, 3.6956], [-4.4090, 0.8164, 4.2483], [-3.7120, 2.3325, 3.5984]], "lowdin_charge": [0.935, -0.328, 0.200, -0.371, 0.138, 0.976, -0.497, 0.111, -0.480, 0.098, -0.531, 0.102, -0.529, 0.929, 0.129, 0.103, -0.456, 0.125, -0.083, 0.089, 0.055, 0.118, -0.065, 0.118, 0.075, 0.100, -0.057, 0.079, 0.117, 0.079, -0.097, 0.112, 0.028, 0.086, -0.109, 0.091, 0.089, 0.027, -0.113, 0.018, 0.106, 0.087, -0.064, 0.080, 0.100, 0.118, -0.099, 0.087, -0.141, 0.027, 0.114, -0.096, 0.011, 0.096, 0.071, -0.496, 0.102, 0.081, 0.068, -0.079, 0.064, 0.117, 0.090, -0.080, 0.071, 0.122, 0.081, 0.025, 0.101, -0.090, 0.017, -0.097, -0.061, -0.070, -0.052, -0.240, 1.165, -0.146, -0.248, 0.169, 0.155, 0.160, 0.169, 0.163, 0.173, 0.093, 0.133, 0.107, 0.084, 0.130, 0.113]}